[1]
The following is a DFT calculation (ωB97M-V with the def2-TZVPD basis set) of a cluster of 2 separate species, C2H9NO in total at a distorted geometry.

The geometry in XYZ format:
```
13
Properties=species:S:1:pos:R:3:forces:R:3:lowdin_charge:R:1
C 1.277 0.331 0.797 0.2 0.5 -1.7 -0.21
N 0.056 -0.005 1.558 2.0 1.8 4.5 -0.11
H 1.066 0.610 -0.257 -0.4 -0.1 0.6 0.04
H 1.953 1.195 1.091 -0.7 -1.2 0.4 0.08
H 1.809 -0.616 0.625 0.3 0.4 0.6 0.08
H 0.430 0.079 2.594 -1.0 -0.5 -2.2 0.11
H -0.632 0.780 1.576 0.8 -0.8 -0.2 0.06
C -0.875 -0.622 -1.548 -2.8 -1.5 -3.4 -0.23
O -1.252 -0.236 -0.313 -1.1 2.2 1.6 -0.18
H -0.796 -1.736 -1.718 0.2 1.0 1.1 0.10
H -1.735 -0.390 -2.253 0.9 -0.1 0.1 0.09
H -0.019 -0.168 -1.945 1.5 0.7 -0.4 0.04
H -1.282 0.778 -0.208 0.1 -2.6 -0.8 0.13
```
Positions in Å, forces in eV/Å.

Highest occupied orbital energy   -8.9 eV
ΔE to the lowest compared entry with this formula, charge and spin   224.2 kJ/mol
Structure (SMILES)   CN.CO
LUMO   0.8 eV

[2]
The following is a DFT calculation (ωB97M-V with the def2-TZVPD basis set) of a cluster of 2 separate species, C2H9NO in total at a distorted geometry.

The geometry in XYZ format:
```
13
Properties=species:S:1:pos:R:3:forces:R:3:lowdin_charge:R:1
N 1.264 0.978 1.032 1.0 -0.3 -1.1 -0.01
C 0.879 -0.108 1.936 2.2 -1.5 -1.6 -0.30
O 1.637 -1.371 1.877 -0.1 1.8 -0.4 -0.08
H 0.518 1.621 1.205 -0.4 0.8 -0.4 0.05
H 2.136 1.478 1.324 -1.0 -0.9 -0.1 0.09
H 1.106 0.390 2.806 -0.3 -0.5 3.2 0.08
H -0.103 -0.447 1.723 -1.3 0.6 0.2 0.10
H 1.631 -1.641 0.944 0.0 0.1 0.3 0.07
C -1.722 -0.109 -2.611 -3.1 -4.4 1.2 -0.06
H -2.796 -0.733 -2.300 3.0 1.5 -0.7 0.09
H -0.971 -0.473 -1.892 -0.2 0.2 -0.6 0.00
H -2.013 0.867 -2.400 0.0 1.9 -0.3 -0.04
H -1.566 -0.452 -3.645 0.3 0.7 0.4 0.01
```
Positions in Å, forces in eV/Å.

Highest occupied orbital energy   -9.8 eV
ΔE to the lowest compared entry with this formula, charge and spin   159.6 kJ/mol
Structure (SMILES)   NCO.C
LUMO   0.8 eV

[3]
The following is a DFT calculation (ωB97M-V with the def2-TZVPD basis set) of a cluster of 4 separate species, C2H9NO in total at a distorted geometry.

The geometry in XYZ format:
```
13
Properties=species:S:1:pos:R:3:forces:R:3:lowdin_charge:R:1
N 1.364 1.346 -1.821 0.4 -0.1 -0.1 0.00
H 2.197 0.810 -1.592 -0.2 0.0 0.4 0.00
H 2.366 0.004 7.039 -2.1 2.4 0.5 0.00
H 1.467 1.435 -2.842 -0.9 -0.2 0.7 0.02
H 0.542 0.799 -1.511 1.0 0.6 -1.2 -0.04
C -2.038 -0.589 -1.345 1.2 -0.1 1.5 -0.15
O -0.790 -0.724 -2.029 -0.4 -1.0 1.3 -0.09
C -0.785 -0.794 -0.566 -0.2 1.2 0.6 -0.16
H -2.622 0.319 -1.333 0.3 0.2 -0.5 0.11
H -2.548 -1.528 -1.238 -0.9 -0.1 -0.7 0.10
H -0.131 -0.055 -0.048 -1.0 0.0 -0.7 0.10
H -0.823 -1.669 0.099 0.6 -0.6 -1.3 0.10
H 1.803 0.647 7.188 2.1 -2.4 -0.5 0.00
```
Positions in Å, forces in eV/Å.

Highest occupied orbital energy   -9.6 eV
ΔE to the lowest compared entry with this formula, charge and spin   323.7 kJ/mol
LUMO   1.0 eV

[4]
The following is a DFT calculation (ωB97M-V with the def2-TZVPD basis set) of a cluster of 2 separate species, C2H9NO in total at a distorted geometry.

The geometry in XYZ format:
```
13
Properties=species:S:1:pos:R:3:forces:R:3:lowdin_spin:R:1
O -2.096 -0.045 -1.401 0.3 -0.7 0.0 0.10
H -2.957 0.280 -1.143 -0.5 0.2 0.1 0.00
C 1.808 0.729 0.150 -0.2 -0.3 1.7 0.01
C 0.987 -0.550 0.404 -0.5 1.8 -1.5 0.11
N -0.357 -0.238 0.904 2.6 -2.1 1.6 0.65
H 2.675 0.686 0.813 0.4 -0.1 -0.6 0.00
H 1.288 1.587 0.585 -0.2 0.1 -0.4 0.00
H 2.064 0.924 -0.881 0.1 -0.1 -0.1 0.00
H 1.465 -1.254 1.112 -0.3 0.0 0.3 0.06
H 0.882 -1.146 -0.508 -0.1 -0.2 0.0 0.03
H -1.460 0.418 -0.863 0.2 0.7 0.0 0.00
H -0.724 -1.123 1.266 -1.2 0.3 -0.4 0.01
H -0.335 0.482 1.637 -0.7 0.4 -0.6 0.02
```
Positions in Å, forces in eV/Å.

Highest occupied orbital energy (spin up / spin down)   -16.3 / -15.8 eV
ΔE to the lowest compared entry with this formula, charge and spin   48.9 kJ/mol
Charge   +1
LUMO (spin up / spin down)   -3.8 / -9.5 eV
2S+1   2

[5]
The following is a DFT calculation (ωB97M-V with the def2-TZVPD basis set) of a structure of composition C2H9NO2.

The geometry in XYZ format:
```
14
Properties=species:S:1:pos:R:3:forces:R:3:lowdin_charge:R:1
C 1.276 0.791 -0.903 -0.3 -0.1 0.1 -0.46
O 2.007 0.636 0.241 -0.2 0.0 -0.1 0.01
O 0.700 -0.225 -1.443 0.1 0.2 0.2 -0.09
H 1.534 -0.021 0.789 0.0 0.1 -0.1 0.08
H -0.382 -0.238 -0.847 0.0 0.1 0.0 0.05
H 1.704 1.558 -1.547 0.0 0.0 0.0 0.14
H 0.128 1.576 -0.433 0.2 -0.1 0.0 0.12
C -1.273 -0.316 0.195 0.1 0.1 -0.1 -0.24
N -0.375 -1.028 1.116 -0.1 0.0 0.0 -0.05
H -0.840 -1.298 1.975 0.0 0.0 -0.1 0.07
H -0.015 -1.869 0.679 0.0 0.0 0.0 0.08
H -1.894 0.379 0.762 0.0 0.0 0.0 0.08
H -1.972 -0.949 -0.368 0.1 0.0 0.1 0.09
H -0.599 1.004 -0.215 0.1 -0.2 0.0 0.12
```
Positions in Å, forces in eV/Å.

Highest occupied orbital energy   -9.1 eV
ΔE to the lowest compared entry with this formula, charge and spin   352.9 kJ/mol
LUMO   0.9 eV

[6]
The following is a DFT calculation (ωB97M-V with the def2-TZVPD basis set) of a cluster of 2 separate species, C2H9NO2 in total at a distorted geometry.

The geometry in XYZ format:
```
14
Properties=species:S:1:pos:R:3:forces:R:3:lowdin_charge:R:1
N 1.915 0.146 -1.893 -0.6 1.1 -1.3 0.03
C 1.106 0.951 -1.098 0.3 2.3 1.8 -0.37
O -0.335 0.810 -1.059 0.3 -1.3 -1.9 -0.11
H 2.116 -0.735 -1.522 0.2 -1.5 0.2 0.05
H 1.835 0.216 -2.908 -0.1 -0.2 0.7 0.09
H 1.271 2.081 -1.373 0.1 -2.0 0.6 0.14
H 1.332 0.706 -0.015 0.7 0.7 -1.1 0.13
H -0.550 1.415 -0.376 -0.8 0.9 0.9 0.04
C -1.591 -1.195 1.381 1.0 2.3 1.6 -0.11
O -0.967 -0.842 2.640 1.8 -0.1 0.3 -0.15
H -1.191 -0.713 0.515 0.6 0.5 -0.5 0.04
H -2.488 -0.733 1.653 -2.7 -0.6 -1.2 0.07
H -1.443 -2.218 1.252 -0.6 -1.8 0.1 0.07
H -1.011 0.111 2.802 -0.1 -0.4 -0.3 0.07
```
Positions in Å, forces in eV/Å.

Highest occupied orbital energy   -9.8 eV
ΔE to the lowest compared entry with this formula, charge and spin   151.8 kJ/mol
Structure (SMILES)   NCO.CO
LUMO   0.7 eV

[7]
The following is a DFT calculation (ωB97M-V with the def2-TZVPD basis set) of a cluster of 2 separate species, C2H9NO2 in total at a distorted geometry.

The geometry in XYZ format:
```
14
Properties=species:S:1:pos:R:3:forces:R:3:lowdin_charge:R:1
C -1.087 -1.900 -0.243 -1.4 2.9 3.5 -0.12
N 0.169 -1.361 0.247 2.3 1.1 -0.2 -0.11
C 0.591 -0.098 -0.356 1.4 -1.0 -0.1 -0.32
O -0.364 0.911 -0.365 0.8 0.9 2.1 -0.04
H -1.835 -1.050 0.002 0.3 -1.5 -1.0 0.10
H -1.206 -2.290 -1.213 0.7 0.0 -1.5 0.06
H -1.376 -2.692 0.409 -0.2 -0.7 0.6 0.06
H 0.362 -1.236 1.251 -1.2 -0.9 -0.7 0.12
H 1.039 -0.361 -1.323 -0.6 0.5 -0.4 0.12
H 1.408 0.440 0.164 -0.1 -1.3 0.3 0.12
H -0.913 0.902 -1.091 -1.8 -0.2 -2.5 0.05
O 1.191 2.892 1.199 0.8 0.9 0.6 -0.05
H 1.323 3.617 0.575 -0.1 -0.3 0.1 0.04
H 0.697 2.225 0.744 -0.8 -0.4 -0.7 -0.04
```
Positions in Å, forces in eV/Å.

Highest occupied orbital energy   -9.0 eV
ΔE to the lowest compared entry with this formula, charge and spin   82.4 kJ/mol
Structure (SMILES)   CNCO.O
LUMO   0.8 eV

[8]
The following is a DFT calculation (ωB97M-V with the def2-TZVPD basis set) of a cluster of 2 separate species, C2H9NO3P2 in total at a distorted geometry.

The geometry in XYZ format:
```
17
Properties=species:S:1:pos:R:3:forces:R:3:lowdin_charge:R:1
O -1.450 -0.793 1.262 0.5 1.0 0.6 -0.37
P -1.941 0.048 0.148 -1.3 -2.9 1.2 0.17
O -2.081 -1.075 -1.049 -0.6 -0.2 0.6 -0.25
O -1.149 1.277 -0.376 -2.0 0.5 0.2 -0.16
P -4.052 0.611 0.347 0.2 -2.0 -0.6 0.71
H -2.330 -1.886 -0.501 0.7 1.3 -1.2 0.10
H -0.303 0.991 -0.681 2.7 -0.2 -0.8 -0.02
H -3.683 1.231 -0.814 -0.5 0.9 -1.2 -0.16
H -3.891 1.708 1.088 0.4 1.7 1.2 -0.19
H 2.114 1.424 -0.150 -1.2 -0.6 -0.8 0.09
N 1.524 0.726 -0.689 1.5 -0.6 0.9 0.06
C 2.042 -0.429 -0.407 -1.1 3.5 -0.1 -0.27
C 3.143 -0.580 0.546 1.9 -1.3 -0.4 -0.10
H 1.602 -1.280 -0.869 -0.2 -0.8 -0.3 0.10
H 3.441 0.277 1.199 -1.1 -0.8 -0.2 0.09
H 4.084 -0.673 -0.066 -0.7 -0.5 0.4 0.10
H 2.929 -1.576 1.009 0.8 1.0 0.4 0.09
```
Positions in Å, forces in eV/Å.

Highest occupied orbital energy   -9.8 eV
ΔE to the lowest compared entry with this formula, charge and spin   0.0 kJ/mol
Structure (SMILES)   O=P(O)(O)P.[H]/N=C\C
LUMO   0.8 eV